No. 1
16
Properties=species:S:1:pos:R:3:forces:R:3 method="wB97M-V/def2-TZVPD" orbital_gap_ev=9.7026 energy_ev=-10889.408 spin_multiplicity=1 lumo_ev=0.8 relative_energy_ev=1.174 fmax_ev_per_a=0.76 smiles="CNCC(=O)O.O" homo_energy_ha=-0.329
C -0.1844 0.7341 1.2757 0.3685 -0.0308 0.0062
N -0.0905 -0.6775 0.9300 -0.2538 0.1700 0.2200
C 0.0080 -0.9380 -0.4853 -0.0034 -0.4474 0.2430
C -0.2555 -2.4047 -0.8061 0.0637 0.3454 0.4116
O -0.3117 -3.2969 -0.0100 0.0891 -0.1923 -0.0618
O -0.4686 -2.5544 -2.1250 -0.0702 -0.2328 -0.4368
H -0.7834 0.8920 2.1702 -0.1061 -0.0687 0.0075
H -0.6250 1.2542 0.4468 -0.6296 0.2832 -0.3117
H 0.7607 1.2661 1.4179 0.3365 -0.2451 0.1118
H 0.6316 -1.1443 1.4602 -0.0699 -0.1303 -0.1040
H 0.9907 -0.6543 -0.8939 -0.2550 0.0106 -0.4022
H -0.8059 -0.4260 -1.0101 0.3801 0.3083 0.0432
H -0.6839 -3.4833 -2.3221 0.1506 0.2323 0.2721
O 1.0307 6.8920 0.8670 -0.1363 0.0110 -0.3240
H 0.1532 6.9602 1.2592 0.2465 -0.0221 0.1251
H 1.6657 6.8106 1.5808 -0.1109 0.0087 0.1999

---

No. 2
56
Properties=species:S:1:pos:R:3:forces:R:3 method="wB97M-V/def2-TZVPD" orbital_gap_ev=10.0666 energy_ev=-66591.792 spin_multiplicity=1 lumo_ev=-0.8 fmax_ev_per_a=1.63 smiles="O=C1C=C(OB(O)O)C(=O)O1.CCOC(=O)C(F)(F)F.CCOC(=O)C(F)(F)F.CCOC(=O)C(F)(F)F" homo_energy_ha=-0.399
O 1.9169 1.7919 -1.5832 -0.2499 0.9332 0.2287
C 1.0076 2.4349 -1.1506 -0.4003 -1.2401 -0.9775
C -0.4151 2.0221 -1.0283 0.2536 0.3433 -0.0291
C -0.9708 2.8912 -0.1966 -0.1204 0.4878 0.8975
O -2.1925 3.0247 0.2975 0.2208 -0.0161 -0.3914
B -3.2482 2.6029 -0.5513 -1.0140 -0.3407 -0.0812
O -3.8330 3.5074 -1.3791 0.5398 -0.1331 -0.0685
O -3.7524 1.3403 -0.5224 0.0716 0.3431 0.5065
C 0.0825 3.8694 0.2576 -0.6147 0.6405 0.5954
O 0.0513 4.6091 1.2012 0.2780 -0.5906 -1.4181
O 1.1125 3.7257 -0.6435 1.0476 -0.0376 0.9925
H -0.8917 1.1954 -1.5083 0.2290 -0.4522 -0.2147
H -3.1971 4.1950 -1.5891 -0.2721 0.6326 0.1055
H -3.1762 0.6929 -0.9256 -0.0609 -0.6081 0.1416
C 4.2311 -0.4541 0.4362 -0.1043 -0.1168 0.2576
C 3.9796 -1.3929 -0.7213 0.2394 0.5746 -0.2046
O 3.6975 -2.7294 -0.2583 0.0044 -0.1970 -0.0332
C 2.4599 -2.9476 0.1507 0.2939 0.2903 -0.2227
O 1.5648 -2.1577 0.1676 -0.3145 -0.0224 0.0873
C 2.3075 -4.4170 0.5707 -0.0299 -0.2698 0.2093
F 3.3275 -4.8164 1.3326 0.0993 0.0127 0.0410
F 2.2683 -5.2047 -0.5116 0.0083 0.0042 -0.1563
F 1.1853 -4.6009 1.2543 -0.1451 0.0657 0.0286
H 5.0253 -0.8351 1.0786 0.0860 0.0112 -0.0796
H 4.5159 0.5309 0.0688 -0.0117 -0.0110 -0.0451
H 3.3407 -0.3470 1.0535 -0.0708 0.0714 -0.0482
H 4.8686 -1.4765 -1.3425 0.0182 -0.2416 0.0583
H 3.1695 -1.0378 -1.3570 -0.1368 -0.0934 0.1157
C 0.1372 3.2353 4.1890 0.2974 0.0392 0.1350
C 0.1752 1.7257 4.2711 -0.6005 0.2585 -0.0314
O 1.5114 1.2358 4.0428 0.1218 -0.1715 -0.0555
C 2.3207 1.2869 5.0900 -0.4242 -0.0057 -0.1760
O 2.0445 1.6785 6.1816 0.1694 0.0460 0.2962
C 3.6944 0.7141 4.7138 0.3292 -0.0309 -0.0677
F 4.1172 1.1946 3.5411 -0.0131 0.0508 -0.1506
F 3.6310 -0.6194 4.6135 -0.1026 -0.0989 -0.0150
F 4.6024 1.0164 5.6307 0.0195 0.0473 0.1703
H 0.5410 3.5719 3.2386 -0.0843 0.0212 -0.0657
H -0.8846 3.6000 4.2854 -0.0237 -0.0399 -0.0317
H 0.7408 3.6842 4.9774 -0.0792 -0.0374 0.0835
H -0.4425 1.2871 3.4897 0.2041 -0.1109 -0.1045
H -0.1999 1.3595 5.2258 0.1968 -0.0098 0.0740
C -4.7065 -3.9730 -4.1478 -0.1475 0.2952 0.0293
C -3.2534 -3.5661 -4.2560 -0.0891 -0.6433 0.0075
O -3.1249 -2.1605 -4.5570 0.0723 0.1288 -0.0900
C -3.2471 -1.3368 -3.5354 0.0711 -0.4690 -0.1622
O -3.4461 -1.6310 -2.3947 0.0237 0.2170 0.3245
C -3.0421 0.1093 -3.9994 -0.0478 0.4324 -0.2627
F -3.7089 0.3815 -5.1174 -0.1056 -0.0711 -0.0509
F -1.7432 0.3476 -4.2312 0.1260 -0.0877 0.1005
F -3.4510 0.9552 -3.0536 0.0899 -0.0473 -0.2212
H -5.2471 -3.6996 -5.0542 0.0448 -0.0891 -0.0559
H -4.7870 -5.0489 -4.0003 0.0441 -0.0130 -0.0113
H -5.1944 -3.4723 -3.3122 0.0530 -0.0576 0.0662
H -2.7741 -4.0867 -5.0816 0.0405 0.2057 -0.1086
H -2.6982 -3.8061 -3.3505 -0.0304 0.2010 0.0783